{"formula": "C5H7O3", "method": "ωB97M-V/def2-TZVPD", "smiles": "C=C(C(=O)[O-])[C@H](C)O", "gap_ha": 0.299, "max_force_ev_per_a": 5.87, "charge": -1, "relative_energy_kcal_mol": 38.8, "symbols": ["C", "C", "C", "O", "O", "C", "C", "O", "H", "H", "H", "H", "H", "H", "H"], "coordinates": [[-0.534, 1.271, -1.381], [0.059, 1.114, -0.198], [0.249, 2.378, 1.088], [-0.663, 3.136, 1.137], [1.230, 2.208, 1.718], [0.696, -0.182, 0.166], [-0.351, -1.370, 0.165], [1.634, -0.222, 1.287], [-0.391, 0.524, -2.040], [-0.901, 2.259, -1.491], [1.254, -0.394, -0.718], [-0.945, -1.476, 1.090], [0.149, -2.266, -0.194], [-1.044, -0.962, -0.580], [1.640, 0.647, 1.678]]}

***

{"formula": "C5H7O3P", "method": "ωB97M-V/def2-TZVPD", "smiles": "C=CC(C=C)P(=O)([O-])[O-]", "gap_ha": 0.221, "max_force_ev_per_a": 4.07, "charge": -2, "relative_energy_kcal_mol": 24.0, "symbols": ["C", "C", "C", "C", "C", "P", "O", "O", "O", "H", "H", "H", "H", "H", "H", "H"], "coordinates": [[-0.985, 1.577, -1.857], [-0.521, 1.033, -0.703], [0.081, -0.161, -0.236], [-0.431, -0.453, 1.376], [-1.055, -1.628, 1.575], [1.983, -0.180, -0.027], [2.185, 0.970, 0.888], [2.210, -1.590, 0.561], [2.407, 0.127, -1.449], [-1.364, 2.621, -1.989], [-0.857, 1.057, -2.883], [-0.638, 1.648, 0.270], [-0.146, -1.061, -0.929], [-0.154, 0.471, 1.988], [-1.437, -2.076, 2.533], [-1.278, -2.355, 0.881]]}

***

{"formula": "C5H7O5Pd", "method": "ωB97M-V/def2-TZVPD", "gap_ha": [0.257, 0.295], "spin_multiplicity": 4, "max_force_ev_per_a": 7.19, "s_squared": 3.7586, "charge": 0, "relative_energy_kcal_mol": 0.0, "symbols": ["O", "C", "O", "O", "C", "C", "O", "C", "C", "O", "Pd", "H", "H", "H", "H", "H", "H", "H"], "coordinates": [[2.616, 1.175, -0.586], [2.998, 0.282, 0.164], [3.862, -0.516, 0.305], [-0.479, 2.133, -1.593], [-1.575, 1.397, -1.765], [-1.909, 0.373, -0.734], [-0.661, -0.247, -0.348], [-0.622, -0.925, 0.902], [0.846, -1.164, 1.222], [1.542, 0.049, 1.022], [0.650, 1.047, -0.394], [-2.247, 1.589, -2.609], [-2.611, -0.385, -1.110], [-2.341, 0.816, 0.188], [-1.175, -1.874, 0.844], [-1.090, -0.291, 1.673], [1.254, -1.944, 0.557], [0.942, -1.515, 2.261]]}

***

{"formula": "C5H7OPS3", "method": "ωB97M-V/def2-TZVPD", "gap_ha": [0.287, 0.204], "spin_multiplicity": 3, "max_force_ev_per_a": 5.02, "s_squared": 2.0100, "charge": 0, "relative_energy_kcal_mol": 0.0, "symbols": ["C", "C", "C", "C", "C", "O", "P", "S", "S", "S", "H", "H", "H", "H", "H", "H", "H"], "coordinates": [[1.317, -2.685, 1.883], [0.697, -2.035, 1.087], [0.603, 0.314, 0.985], [0.662, 1.575, 0.100], [0.170, -0.955, 0.303], [-0.755, 0.364, -2.491], [-1.859, 0.837, -1.360], [-3.475, 1.627, -2.237], [-0.968, 2.341, -0.264], [-1.638, -1.227, 0.546], [2.016, -3.155, 2.454], [1.464, 0.063, 1.547], [-0.122, 0.504, 1.779], [1.202, 2.225, 0.599], [1.193, 1.416, -0.856], [0.516, -1.160, -0.723], [-1.025, -0.049, -3.351]]}

***

{"formula": "C5H7P", "method": "ωB97M-V/def2-TZVPD", "smiles": "C1=PC[C@H]2C[C@@H]12", "gap_ha": 0.337, "max_force_ev_per_a": 4.78, "charge": 0, "relative_energy_kcal_mol": 22.0, "symbols": ["C", "P", "C", "C", "C", "C", "H", "H", "H", "H", "H", "H", "H"], "coordinates": [[1.070, -1.150, 0.172], [2.150, 0.099, -0.015], [0.727, 1.303, 0.100], [-0.578, 0.552, 0.424], [-1.137, -0.213, -0.718], [-0.371, -0.923, 0.453], [1.329, -2.262, -0.109], [0.539, 1.605, -0.884], [1.056, 2.222, 0.647], [-1.152, 1.017, 1.195], [-0.572, -0.239, -1.567], [-2.197, -0.410, -0.690], [-0.864, -1.603, 0.992]]}

***

{"formula": "C5H7PS", "method": "ωB97M-V/def2-TZVPD", "smiles": "P=C=C/C=C\\CS", "gap_ha": 0.315, "max_force_ev_per_a": 4.55, "charge": 0, "relative_energy_kcal_mol": 74.5, "symbols": ["P", "C", "C", "C", "C", "C", "S", "H", "H", "H", "H", "H", "H", "H"], "coordinates": [[-0.436, 2.814, 0.602], [-0.236, 1.245, 1.039], [-0.185, 0.117, 1.684], [-0.312, -1.137, 1.038], [-0.427, -1.497, -0.266], [-0.330, -0.367, -1.364], [1.443, -0.458, -2.000], [0.760, 2.979, 0.086], [0.294, -0.020, 2.634], [-0.441, -1.975, 1.792], [-0.604, -2.473, -0.573], [-1.027, -0.450, -2.192], [-0.491, 0.603, -0.969], [1.992, 0.617, -1.511]]}

***

{"formula": "C5H8", "method": "ωB97M-V/def2-TZVPD", "smiles": "C=C=C1CC1.[H][H]", "gap_ha": 0.379, "max_force_ev_per_a": 0.71, "charge": 0, "relative_energy_kcal_mol": 95.8, "symbols": ["C", "C", "C", "C", "C", "H", "H", "H", "H", "H", "H", "H", "H"], "coordinates": [[2.222, -0.027, -0.392], [1.136, -0.580, 0.097], [-0.125, -0.647, 0.359], [-1.312, 0.245, 0.099], [-1.441, -1.079, 0.813], [2.818, 0.667, 0.195], [2.507, -0.171, -1.431], [-1.439, 1.154, 0.685], [-1.708, 0.319, -0.913], [-1.936, -1.876, 0.269], [-1.654, -1.030, 1.876], [0.100, 1.523, -0.764], [0.834, 1.500, -0.891]]}

***

{"formula": "C5H8", "method": "ωB97M-V/def2-TZVPD", "smiles": "C=C=C1CC1.[H][H]", "gap_ha": 0.384, "max_force_ev_per_a": 0.35, "charge": 0, "relative_energy_kcal_mol": 81.5, "symbols": ["C", "C", "C", "C", "C", "H", "H", "H", "H", "H", "H", "H", "H"], "coordinates": [[2.313, -0.182, -0.375], [1.091, -0.456, 0.006], [-0.164, -0.533, 0.296], [-1.427, 0.210, 0.104], [-1.394, -1.095, 0.877], [2.967, 0.427, 0.244], [2.698, -0.522, -1.333], [-1.548, 1.138, 0.657], [-1.859, 0.217, -0.894], [-1.838, -1.971, 0.409], [-1.528, -1.044, 1.955], [-0.019, 1.934, -0.900], [0.706, 1.877, -1.046]]}

***

{"formula": "C5H8", "method": "ωB97M-V/def2-TZVPD", "gap_ha": 0.365, "max_force_ev_per_a": 1.85, "charge": 0, "relative_energy_kcal_mol": 82.6, "symbols": ["C", "C", "C", "C", "C", "H", "H", "H", "H", "H", "H", "H", "H"], "coordinates": [[-0.680, 1.161, -0.370], [-0.027, -0.191, 1.050], [-0.646, -1.045, -0.001], [0.100, -0.005, -0.846], [1.197, 0.114, 0.262], [-0.215, 2.143, -0.509], [-1.767, 1.201, -0.410], [0.056, -0.573, 2.067], [-1.739, -1.052, -0.033], [-0.272, -2.063, -0.063], [0.374, -0.167, -1.872], [1.998, -0.628, 0.296], [1.622, 1.107, 0.424]]}

***

{"formula": "C5H8", "method": "ωB97M-V/def2-TZVPD", "smiles": "C1=CCCC1", "gap_ha": 0.360, "max_force_ev_per_a": 3.40, "charge": 0, "relative_energy_kcal_mol": 39.6, "symbols": ["C", "C", "C", "C", "C", "H", "H", "H", "H", "H", "H", "H", "H"], "coordinates": [[1.300, 0.317, 0.220], [0.401, 1.326, 0.172], [-0.978, 0.801, -0.126], [-0.849, -0.722, 0.092], [0.656, -1.022, -0.063], [2.183, 0.397, 0.865], [1.003, 2.037, -0.514], [-1.218, 1.044, -1.178], [-1.763, 1.265, 0.490], [-1.168, -0.971, 1.115], [-1.474, -1.305, -0.598], [1.005, -1.817, 0.612], [0.903, -1.351, -1.088]]}

***

{"formula": "C5H8", "method": "ωB97M-V/def2-TZVPD", "smiles": "C=C=CCC", "gap_ha": 0.340, "max_force_ev_per_a": 3.02, "charge": 0, "relative_energy_kcal_mol": 80.3, "symbols": ["C", "C", "C", "C", "C", "H", "H", "H", "H", "H", "H", "H", "H"], "coordinates": [[2.232, -0.401, -0.659], [1.388, -0.185, 0.304], [0.328, -0.146, 1.044], [-0.805, 0.670, 0.490], [-1.504, -0.019, -0.674], [2.020, -1.469, -0.167], [3.014, 0.357, -0.850], [0.247, -0.729, 1.946], [-0.405, 1.638, 0.159], [-1.490, 0.871, 1.314], [-0.795, -0.203, -1.490], [-1.911, -0.984, -0.358], [-2.319, 0.600, -1.059]]}

***

{"formula": "C5H8", "method": "ωB97M-V/def2-TZVPD", "smiles": "C=CCC=C", "gap_ha": 0.391, "max_force_ev_per_a": 1.57, "charge": 0, "relative_energy_kcal_mol": 27.8, "symbols": ["C", "C", "C", "C", "C", "H", "H", "H", "H", "H", "H", "H", "H"], "coordinates": [[-0.632, -2.126, 1.054], [0.042, -1.351, 0.214], [-0.394, 0.069, -0.113], [0.659, 1.040, -0.643], [0.399, 2.339, -0.526], [-0.289, -3.136, 1.239], [-1.581, -1.852, 1.500], [0.900, -1.789, -0.288], [-1.106, -0.072, -0.937], [-0.820, 0.523, 0.773], [1.463, 0.698, -1.274], [1.049, 3.079, -0.984], [-0.545, 2.747, -0.186]]}

***

{"formula": "C5H8", "method": "ωB97M-V/def2-TZVPD", "smiles": "C1=CCCC=1.[H][H]", "gap_ha": [0.292, 0.269], "max_force_ev_per_a": 0.39, "charge": 0, "relative_energy_kcal_mol": 104.4, "symbols": ["C", "C", "C", "C", "C", "H", "H", "H", "H", "H", "H", "H", "H"], "coordinates": [[-0.879, 0.388, 1.010], [-0.105, -0.719, 1.170], [0.929, -0.855, 0.076], [0.993, 0.622, -0.449], [-0.365, 1.115, -0.022], [-0.107, -1.375, 2.039], [0.648, -1.532, -0.743], [1.874, -1.225, 0.491], [1.096, 0.703, -1.539], [1.839, 1.157, -0.003], [-0.931, 1.819, -0.632], [-2.537, -0.087, -0.360], [-2.528, -0.044, -1.107]]}

***

{"formula": "C5H8BN2O3", "method": "ωB97M-V/def2-TZVPD", "smiles": "OB(O)Cc1cc[nH+]nc1O", "gap_ha": 0.336, "max_force_ev_per_a": 2.92, "charge": 1, "symbols": ["O", "B", "O", "C", "C", "C", "C", "N", "N", "C", "O", "H", "H", "H", "H", "H", "H", "H", "H"], "coordinates": [[-2.024, 2.021, 1.728], [-1.930, 0.974, 0.815], [-2.569, 1.022, -0.437], [-1.073, -0.384, 1.114], [0.142, -0.370, 0.190], [0.909, 0.801, -0.074], [1.965, 0.566, -0.995], [2.194, -0.612, -1.525], [1.578, -1.759, -1.313], [0.590, -1.581, -0.470], [-0.126, -2.709, -0.226], [-1.336, 2.675, 1.519], [-1.899, 1.332, -1.070], [-1.709, -1.277, 0.949], [-0.739, -0.397, 2.178], [0.700, 1.781, 0.363], [2.616, 1.407, -1.276], [2.958, -0.673, -2.203], [-0.245, -2.815, 0.732]]}

***

{"formula": "C5H8BNO2", "method": "ωB97M-V/def2-TZVPD", "gap_ha": 0.296, "max_force_ev_per_a": 5.28, "charge": 0, "relative_energy_kcal_mol": 73.3, "symbols": ["B", "C", "C", "C", "C", "C", "N", "O", "O", "H", "H", "H", "H", "H", "H", "H", "H"], "coordinates": [[-1.286, 0.241, 0.251], [2.315, -0.162, -0.020], [2.027, -1.296, -0.897], [1.250, 0.548, 0.381], [0.803, -1.436, -1.319], [-1.557, 1.600, 1.099], [0.069, 0.065, -0.015], [-2.161, -0.607, -0.279], [-0.226, -2.250, -1.630], [3.294, 0.160, 0.163], [3.026, -1.532, -1.362], [1.180, 1.422, 1.116], [-0.554, 1.731, 1.762], [-2.519, 1.744, 1.622], [-1.612, 2.416, 0.282], [-3.035, -0.737, 0.101], [-1.014, -1.906, -1.256]]}

***

{"formula": "C5H8BeLiO3", "method": "ωB97M-V/def2-TZVPD", "gap_ha": [0.122, 0.136], "spin_multiplicity": 2, "max_force_ev_per_a": 8.54, "s_squared": 0.8510, "charge": 2, "relative_energy_kcal_mol": 161.7, "symbols": ["C", "C", "H", "H", "H", "Li", "O", "Be", "O", "C", "O", "C", "C", "H", "H", "H", "H", "H"], "coordinates": [[0.634, 0.840, -2.605], [1.815, 1.449, -2.381], [0.598, -0.126, -3.122], [0.661, 1.913, -3.346], [1.957, 0.604, -1.721], [-1.049, 2.211, -0.294], [-0.186, -0.961, 0.512], [1.672, -2.015, -0.248], [1.314, -0.857, -0.990], [0.129, -0.533, -0.675], [-0.352, 0.571, -1.136], [-0.862, -0.093, 1.456], [-1.033, -0.861, 2.738], [-0.236, 0.797, 1.618], [-1.830, 0.194, 1.018], [-0.056, -1.101, 3.175], [-1.599, -0.234, 3.439], [-1.577, -1.797, 2.563]]}

***

{"formula": "C5H8Br2N3", "method": "ωB97M-V/def2-TZVPD", "gap_ha": 0.295, "max_force_ev_per_a": 4.86, "charge": 1, "relative_energy_kcal_mol": 103.8, "symbols": ["C", "C", "C", "C", "C", "N", "N", "N", "Br", "Br", "H", "H", "H", "H", "H", "H", "H", "H"], "coordinates": [[-0.422, -2.489, 1.060], [0.777, -2.120, 1.376], [-1.117, -0.698, -0.664], [-1.250, -1.813, 0.029], [0.943, -0.039, 0.161], [-0.073, 0.178, -0.656], [1.903, 0.800, 0.278], [0.053, 1.400, -1.329], [-2.871, -2.834, -0.366], [-3.255, 2.025, 0.354], [-0.951, -3.318, 1.634], [1.686, -2.266, 1.879], [-1.917, -0.507, -1.367], [1.902, 1.765, 0.310], [2.830, 0.520, 0.416], [-0.159, 1.425, -2.261], [-0.535, 2.134, -0.806], [-4.523, 1.823, 0.141]]}